Model one:
This record from the Open Molecules 2025 dataset describes a 8-piece molecular cluster, H16O8 overall. The level of theory is the ωB97M-V functional and the def2-TZVPD basis.

highest occupied orbital energy = -0.4073 Eh
Kohn-Sham gap = 0.4212 Ha
SMILES = O.O.O.O.O.O.O.O

Geometry as ORCA input:
```
! RIJCOSX wB97M-V def2-TZVPD def2/J DEFGRID3
* xyz 0 1
O 1.048 -2.078 1.590
H 0.364 -1.788 0.977
H 0.961 -1.653 2.437
O 1.767 2.351 0.724
H 2.166 2.667 -0.107
H 2.313 1.529 0.788
O -0.644 -2.261 -1.216
H -1.234 -2.062 -1.950
H -1.175 -1.851 -0.517
O -0.256 1.427 2.040
H -0.212 1.980 2.842
H 0.485 1.836 1.555
O -1.988 -0.252 0.937
H -1.368 0.346 1.323
H -2.210 0.083 0.066
O 2.665 -0.260 0.307
H 3.394 -0.812 0.016
H 2.213 -0.892 0.955
O -2.802 -0.191 -2.420
H -3.552 0.344 -2.821
H -1.963 0.353 -2.561
O -0.165 0.670 -1.806
H 0.122 -0.110 -2.240
H 0.071 0.623 -0.919
*
```

Model two:
This record from the Open Molecules 2025 dataset describes a 8-piece molecular cluster, H16O8 overall. The level of theory is the ωB97M-V functional and the def2-TZVPD basis.

highest occupied orbital energy = -0.4159 Eh
Kohn-Sham gap = 0.4265 Ha
SMILES = O.O.O.O.O.O.O.O

Geometry as ORCA input:
```
! RIJCOSX wB97M-V def2-TZVPD def2/J DEFGRID3
* xyz 0 1
O 0.554 -7.265 -1.025
H 0.308 -7.382 -1.942
H 1.056 -6.449 -1.014
O -3.748 4.664 1.525
H -3.374 3.956 2.049
H -4.694 4.534 1.586
O -5.025 0.504 -0.274
H -5.543 1.018 0.345
H -4.744 -0.262 0.225
O 2.617 -3.451 -2.648
H 2.348 -3.687 -3.535
H 3.573 -3.491 -2.668
O 0.639 -3.406 3.963
H -0.069 -3.083 4.520
H 0.855 -2.666 3.396
O 4.704 4.016 -0.511
H 4.884 3.984 -1.450
H 3.749 4.018 -0.449
O 0.199 -0.447 0.674
H 0.533 -1.032 -0.006
H 0.304 0.431 0.308
O 0.564 4.941 -0.856
H 0.629 5.425 -1.679
H -0.318 5.130 -0.535
*
```

Model three:
This record from the Open Molecules 2025 dataset describes a 8-piece molecular cluster, H16O8 overall. The level of theory is the ωB97M-V functional and the def2-TZVPD basis.

highest occupied orbital energy = -0.3800 Eh
Kohn-Sham gap = 0.3722 Ha
SMILES = O.O.O.O.O.O.O.O

Geometry as ORCA input:
```
! RIJCOSX wB97M-V def2-TZVPD def2/J DEFGRID3
* xyz 0 1
O -1.653 1.399 -0.923
H -2.280 1.993 -1.335
H -1.644 1.597 0.011
O -1.676 -2.108 0.175
H -2.182 -1.775 0.924
H -0.793 -1.669 0.149
O 1.585 -1.184 -2.579
H 1.214 -2.028 -2.360
H 1.793 -1.299 -3.515
O 0.691 2.328 2.817
H 0.341 2.590 3.691
H 0.037 2.197 2.207
O -1.622 1.031 1.759
H -1.980 1.837 2.163
H -1.079 0.559 2.411
O -0.476 0.598 -3.249
H 0.163 -0.068 -3.015
H -0.867 0.972 -2.444
O 0.713 -0.606 0.115
H 0.523 0.284 0.281
H 1.136 -0.555 -0.748
O 2.793 -1.902 1.517
H 3.172 -2.580 0.963
H 2.090 -1.612 0.985
*
```

Model four:
This record from the Open Molecules 2025 dataset describes a 8-piece molecular cluster, H16O8 overall. The level of theory is the ωB97M-V functional and the def2-TZVPD basis.

highest occupied orbital energy = -0.3568 Eh
Kohn-Sham gap = 0.3540 Ha
SMILES = O.O.O.O.O.O.O.O

Geometry as ORCA input:
```
! RIJCOSX wB97M-V def2-TZVPD def2/J DEFGRID3
* xyz 0 1
O -2.124 0.601 1.044
H -1.869 0.071 0.268
H -1.339 0.659 1.524
O 0.961 0.230 0.399
H 0.684 0.480 1.263
H 0.419 -0.535 0.393
O -0.239 0.916 2.802
H -0.518 1.831 2.989
H -0.713 0.351 3.437
O -0.662 -1.944 0.389
H -0.309 -2.740 -0.021
H -0.755 -2.202 1.304
O -1.971 -0.105 -1.604
H -1.400 -0.906 -1.517
H -2.852 -0.432 -1.623
O 2.004 0.905 -2.617
H 2.246 1.298 -3.450
H 2.064 1.613 -1.999
O -0.519 2.131 -1.000
H -1.213 1.739 -1.510
H -0.062 1.353 -0.668
O 2.880 -2.019 0.319
H 2.975 -1.998 -0.654
H 2.311 -1.296 0.530
*
```

In terms of stability, model one leads; the second structure lies 79.4 kJ/mol higher.

Model one:
This record from the Open Molecules 2025 dataset describes a 8-piece molecular cluster, H16O8 overall. The level of theory is the ωB97M-V functional and the def2-TZVPD basis.

highest occupied orbital energy = -0.3740 Eh
Kohn-Sham gap = 0.3616 Ha
SMILES = O.O.O.O.O.O.O.O

Geometry as ORCA input:
```
! RIJCOSX wB97M-V def2-TZVPD def2/J DEFGRID3
* xyz 0 1
H -0.664 1.825 -0.374
H -0.817 0.499 -1.058
H 0.563 -2.681 -1.468
H -0.966 -2.806 -1.317
H -5.002 0.552 -0.070
H -4.485 1.684 0.792
H -3.335 -0.818 0.707
H -2.365 -1.654 1.563
H 3.780 0.759 1.641
H 2.507 0.394 2.006
H 1.045 2.130 0.102
H 2.195 2.569 -0.664
H 0.603 -0.437 -0.241
H 1.067 -1.822 0.336
H 2.162 -1.145 -1.487
H 3.419 -0.470 -1.840
O -0.307 1.227 -1.047
O -0.154 -2.511 -0.885
O -5.098 1.502 0.105
O -3.207 -1.720 0.960
O 3.337 0.044 2.104
O 1.427 3.012 -0.237
O 1.317 -0.900 0.271
O 2.721 -0.477 -1.100
*
```

Model two:
This record from the Open Molecules 2025 dataset describes a 8-piece molecular cluster, H16O8 overall. The level of theory is the ωB97M-V functional and the def2-TZVPD basis.

highest occupied orbital energy = -0.4123 Eh
Kohn-Sham gap = 0.4044 Ha
SMILES = O.O.O.O.O.O.O.O

Geometry as ORCA input:
```
! RIJCOSX wB97M-V def2-TZVPD def2/J DEFGRID3
* xyz 0 1
H -0.662 1.306 -0.459
H 0.582 1.921 0.130
H -1.364 -2.946 -1.972
H -0.972 -2.221 -3.346
H 3.228 -1.605 1.294
H 2.625 -0.626 2.180
H -2.021 -0.205 -0.474
H -2.931 0.486 0.518
H -3.899 1.153 2.838
H -4.253 0.603 1.445
H -0.798 -1.453 -0.067
H -0.174 -2.371 1.044
H 4.784 -0.765 0.118
H 3.286 -0.909 -0.599
H 1.744 3.520 -0.658
H 0.545 4.548 -0.880
O 0.334 1.211 -0.471
O -1.695 -2.426 -2.692
O 3.147 -1.408 2.244
O -2.925 0.153 -0.380
O -3.456 0.925 2.016
O -0.698 -2.364 0.202
O 4.236 -0.734 -0.756
O 1.336 4.209 -1.274
*
```

In terms of stability, model two leads; the second structure lies 156.6 kJ/mol higher.